1:
DFT (wB97M-V/def2-TZVPD) results for a molecular structure, CH3IN4.

```
9
Properties=species:S:1:pos:R:3:nbo_charge:R:1
I -1.82 -0.57 0.49 0.31
N 0.02 -3.53 0.27 0.01
N -0.99 -3.24 -0.09 -0.03
N 0.12 -0.53 0.21 -0.53
N 0.69 0.59 -0.10 -0.22
C 0.20 1.87 -0.24 -0.36
H 1.65 0.60 -0.40 0.41
H -0.81 2.05 -0.01 0.20
H 0.94 2.74 -0.14 0.20
```

Results
LUMO level, eV: 0.4
Gap between HOMO and LUMO, eV: 8.367
HOMO level, eV: -8.0



2:
DFT (wB97M-V/def2-TZVPD) results for 2 unconnected molecules or ions with the total composition CH3IN4.

```
9
Properties=species:S:1:pos:R:3:nbo_charge:R:1
I 0.58 -3.01 1.78 -0.08
N 0.93 0.27 1.11 -0.04
N -0.88 0.09 0.02 -0.36
N -0.32 -0.13 1.18 -0.05
N 1.25 0.72 -0.01 -0.17
C 0.12 0.64 -0.89 -0.17
H -0.17 1.63 -1.25 0.22
H 0.32 0.00 -1.76 0.22
H -1.82 -0.21 -0.18 0.42
```

Results
LUMO level (alpha / beta), eV: -1.0 / -2.5
Gap between HOMO and LUMO (alpha / beta), eV: 8.597 / 6.071
HOMO level (alpha / beta), eV: -9.6 / -8.6



3:
DFT (wB97M-V/def2-TZVPD) results for CH3IN4 in the gas phase.

```
9
Properties=species:S:1:pos:R:3:nbo_charge:R:1
I 1.18 1.90 -2.22 -0.14
N 0.33 -0.09 1.38 -0.29
N -0.07 -0.24 0.00 -0.50
N -0.24 1.91 0.78 -0.20
N 0.13 1.18 1.69 0.04
C -0.31 1.02 -0.51 0.03
H 0.20 -0.80 2.10 0.42
H -1.33 1.07 -1.06 0.23
H 0.65 -0.92 -0.32 0.42
```

Results
LUMO level, eV: -0.4
Gap between HOMO and LUMO, eV: 8.422
HOMO level, eV: -8.9



Most stable: 1. Least stable: 2.



1:
DFT (wB97M-V/def2-TZVPD) results for 3 unconnected molecules or ions with the total composition C2H10N2O3.

```
17
Properties=species:S:1:pos:R:3:nbo_charge:R:1
O -0.09 -0.77 -2.26 -0.63
O -2.90 -1.52 -0.55 -0.95
O 1.60 2.41 0.96 -0.96
N 0.56 -0.44 1.29 -0.86
N -0.03 1.09 -0.98 -0.84
C 0.52 -1.13 -0.02 -0.33
C 0.11 -0.25 -1.16 0.66
H -0.36 -0.56 1.69 0.37
H -3.40 -0.72 -0.43 0.47
H -2.38 -1.37 -1.36 0.49
H 1.16 -1.00 1.89 0.37
H -0.11 -2.02 -0.03 0.22
H -0.21 1.44 -0.05 0.40
H 2.14 2.91 1.56 0.47
H 0.37 1.77 -1.60 0.41
H 1.49 1.56 1.39 0.49
H 1.53 -1.40 -0.34 0.23
```

Results
LUMO level, eV: 0.6
Gap between HOMO and LUMO, eV: 10.394
HOMO level, eV: -9.8



2:
DFT (wB97M-V/def2-TZVPD) results for 3 unconnected molecules or ions with the total composition C2H10N2O3.

```
17
Properties=species:S:1:pos:R:3:nbo_charge:R:1
O -1.55 -1.92 3.02 -0.94
O 1.29 0.82 -0.42 -0.67
O 1.92 -1.04 1.61 -0.97
N -0.61 0.97 -1.61 -0.63
N 0.57 -1.03 -1.58 -0.84
C 0.51 0.24 -1.17 0.78
C -0.99 2.14 -0.84 -0.43
H -0.08 2.57 -0.42 0.24
H 1.35 -1.66 -1.55 0.42
H -1.36 0.36 -1.87 0.37
H -1.31 2.91 -1.55 0.20
H -1.10 -1.58 2.25 0.47
H -1.70 2.00 -0.04 0.19
H 2.67 -0.44 1.68 0.47
H -0.79 -2.18 3.56 0.47
H -0.22 -1.53 -1.97 0.39
H 1.41 -0.64 0.89 0.48
```

Results
LUMO level, eV: 0.4
Gap between HOMO and LUMO, eV: 10.510
HOMO level, eV: -10.1



Most stable: 2. Least stable: 1.



1:
DFT (wB97M-V/def2-TZVPD) results for a molecular structure, C4H10Se.

```
15
Properties=species:S:1:pos:R:3:nbo_charge:R:1
Se -3.24 -0.16 -0.01 0.08
C -0.25 -0.32 -0.88 -0.35
C -1.49 0.53 0.37 -0.62
C 1.08 0.33 -0.64 -0.44
C 1.85 -0.42 0.47 -0.61
H -3.60 -0.09 1.46 0.08
H 1.67 0.57 -1.56 0.22
H 1.16 -0.78 1.24 0.20
H 0.89 1.33 -0.13 0.19
H -0.13 -1.34 -0.65 0.19
H 2.28 -1.36 0.15 0.20
H -0.71 -0.21 -1.88 0.20
H -0.99 0.36 1.35 0.23
H -1.26 1.53 -0.14 0.22
H 2.74 0.03 0.85 0.22
```

Results
LUMO level, eV: 0.9
Gap between HOMO and LUMO, eV: 9.367
HOMO level, eV: -8.5



2:
DFT (wB97M-V/def2-TZVPD) results for C4H10Se in the gas phase.

```
15
Properties=species:S:1:pos:R:3:nbo_charge:R:1
Se 2.58 0.04 -0.06 -0.15
C 0.08 1.98 -0.06 -0.65
C 0.38 0.56 0.26 -0.11
C -0.49 -0.44 -0.46 -0.46
C -0.84 -1.73 0.28 -0.60
H -1.38 -1.45 1.14 0.20
H 0.67 2.74 0.46 0.23
H -1.55 -2.39 -0.12 0.22
H 0.42 0.54 1.29 0.19
H 0.10 -0.66 -1.31 0.22
H 0.09 -2.28 0.55 0.21
H -1.05 2.11 0.11 0.21
H 2.18 -1.38 -0.38 0.07
H -1.38 0.16 -0.62 0.21
H 0.18 2.22 -1.08 0.21
```

Results
LUMO level, eV: 0.7
Gap between HOMO and LUMO, eV: 9.273
HOMO level, eV: -8.6



Most stable: 2. Least stable: 1.